[1]
# C4H5NO2

C4H5NO2 in the gas phase at a distorted geometry (the ωB97M-V functional and the def2-TZVPD basis, OMol25).

* LUMO energy: 0.706 eV
* HOMO energy: -9.8 eV
* strongest force on any atom: 2.9 eV Å⁻¹
* SMILES: N[C@H]1C=COC1=O

CARTESIAN COORDINATES (ANGSTROEM)
1 N 1.364 0.791 -0.641
2 C 0.405 0.245 0.339
3 C -1.099 0.648 0.144
4 C -1.751 -0.461 -0.275
5 O -0.866 -1.583 -0.387
6 C 0.369 -1.189 0.017
7 O 1.324 -1.921 0.101
8 H 1.671 1.758 -0.436
9 H 2.252 0.246 -0.385
10 H 0.739 0.401 1.345
11 H -1.585 1.644 0.480
12 H -2.823 -0.579 -0.301

[2]
# C4H5NO2

2 unconnected molecules or ions with the total composition C4H5NO2 at a distorted geometry (the ωB97M-V functional and the def2-TZVPD basis, OMol25).

* LUMO energy: 0.643 eV
* HOMO energy: -8.4 eV
* strongest force on any atom: 1.0 eV Å⁻¹
* SMILES: NC1=CC1.O=C=O

CARTESIAN COORDINATES (ANGSTROEM)
1 N 0.562 1.433 0.986
2 C -0.276 0.478 0.479
3 C -0.901 -0.650 0.621
4 C -1.380 0.241 -0.496
5 H 1.114 1.943 0.310
6 H 1.120 1.107 1.764
7 H -1.106 -1.549 1.177
8 H -2.318 0.790 -0.367
9 H -1.179 -0.007 -1.548
10 O 0.879 -2.273 -0.911
11 C 1.449 -1.256 -0.961
12 O 2.069 -0.272 -1.049

[3]
# C4H5NO2

C4H5NO2 in the gas phase (the ωB97M-V functional and the def2-TZVPD basis, OMol25).

* LUMO energy: -0.654 eV
* HOMO energy: -9.3 eV
* strongest force on any atom: 0.6 eV Å⁻¹
* SMILES: C=C=C(CO)N=O

CARTESIAN COORDINATES (ANGSTROEM)
1 C 2.225 -0.706 0.650
2 C 0.969 -0.416 0.470
3 C -0.130 0.070 -0.053
4 C -1.590 -0.259 0.147
5 O -2.391 0.900 0.129
6 N 0.046 1.043 -1.136
7 O 1.174 1.381 -1.378
8 H 2.852 -0.172 1.358
9 H 2.676 -1.492 0.050
10 H -1.756 -0.755 1.105
11 H -1.893 -0.960 -0.648
12 H -2.183 1.367 -0.693

[4]
# C4H5NO2

C4H5NO2 in the gas phase (the ωB97M-V functional and the def2-TZVPD basis, OMol25).

* LUMO energy: 0.803 eV
* HOMO energy: -9.7 eV
* strongest force on any atom: 0.6 eV Å⁻¹
* SMILES: O=C[C@H]1CN=CO1

CARTESIAN COORDINATES (ANGSTROEM)
1 O 2.085 0.114 -0.016
2 C 1.282 -0.564 -0.600
3 C -0.148 -0.067 -0.833
4 C -0.940 -0.623 0.358
5 N -0.518 0.293 1.432
6 C -0.124 1.329 0.819
7 O -0.134 1.328 -0.549
8 H 1.507 -1.611 -0.850
9 H -0.544 -0.250 -1.838
10 H -2.022 -0.513 0.243
11 H -0.708 -1.672 0.565
12 H 0.265 2.236 1.267

[5]
# C4H5NO2

C4H5NO2 in the gas phase (the ωB97M-V functional and the def2-TZVPD basis, OMol25).

* LUMO energy: 0.783 eV
* HOMO energy: -10.1 eV
* strongest force on any atom: 0.8 eV Å⁻¹
* SMILES: O=C[C@H]1CN=CO1

CARTESIAN COORDINATES (ANGSTROEM)
1 O -0.330 -2.741 -0.154
2 C 0.210 -1.744 0.249
3 C 0.195 -0.442 -0.514
4 C -0.975 0.425 -0.043
5 N -0.498 1.801 -0.198
6 C 0.741 1.654 0.005
7 O 1.283 0.402 -0.072
8 H 0.691 -1.684 1.247
9 H 0.252 -0.628 -1.595
10 H -1.978 0.226 -0.403
11 H -0.968 0.320 1.048
12 H 1.380 2.410 0.430

[6]
# C4H5NO2

C4H5NO2 in the gas phase at a distorted geometry (the ωB97M-V functional and the def2-TZVPD basis, OMol25).

* LUMO energy: 0.853 eV
* HOMO energy: -9.5 eV
* strongest force on any atom: 7.2 eV Å⁻¹
* SMILES: C=CC1=NOCO1

CARTESIAN COORDINATES (ANGSTROEM)
1 C -2.003 0.751 -1.438
2 C -0.815 0.333 -1.495
3 C -0.211 -0.140 -0.227
4 N -0.537 0.203 0.921
5 O 0.670 0.094 1.737
6 C 1.521 -0.759 0.952
7 O 1.110 -0.417 -0.485
8 H -2.504 1.267 -2.362
9 H -2.667 0.791 -0.608
10 H -0.342 0.237 -2.525
11 H 2.579 -0.367 1.183
12 H 1.511 -1.876 1.105

[7]
# C4H5NO2

2 unconnected molecules or ions with the total composition C4H5NO2 (the ωB97M-V functional and the def2-TZVPD basis, OMol25).

* LUMO energy: 0.597 eV
* HOMO energy: -8.3 eV
* strongest force on any atom: 0.8 eV Å⁻¹
* SMILES: NC1=CC1.O=C=O

CARTESIAN COORDINATES (ANGSTROEM)
1 N 0.006 -1.892 0.011
2 C 0.227 -0.656 -0.523
3 C 0.991 0.350 -0.830
4 C -0.422 0.388 -1.359
5 H -0.943 -2.045 0.322
6 H 0.685 -2.182 0.701
7 H 1.951 0.836 -0.853
8 H -0.622 0.184 -2.417
9 H -1.163 1.064 -0.913
10 O 0.370 2.294 1.762
11 C -0.233 1.315 1.944
12 O -0.848 0.345 2.156

[8]
# C4H5NO2

A molecular structure, C4H5NO2 (the ωB97M-V functional and the def2-TZVPD basis, OMol25).

* LUMO energy: 0.876 eV
* HOMO energy: -9.5 eV
* strongest force on any atom: 1.0 eV Å⁻¹

CARTESIAN COORDINATES (ANGSTROEM)
1 N 0.405 1.237 1.070
2 C 0.251 0.230 0.109
3 C -1.097 0.102 -0.600
4 C -0.590 -0.985 0.276
5 O 0.312 -1.789 -0.518
6 C 1.144 -0.703 -0.735
7 O 2.093 -0.674 -1.458
8 H 0.372 2.195 0.757
9 H 1.061 1.065 1.816
10 H -1.856 0.794 -0.247
11 H -1.090 -0.096 -1.668
12 H -1.004 -1.378 1.196

[9]
# C4H5NO2

2 unconnected molecules or ions with the total composition C4H5NO2 (the ωB97M-V functional and the def2-TZVPD basis, OMol25).

* LUMO energy (alpha / beta): -1.057 / -1.052 eV
* HOMO energy (alpha / beta): -8.0 / -8.0 eV
* strongest force on any atom: 0.6 eV Å⁻¹
* SMILES: O=C1NC=C2O[C@@H]12.[H][H]

CARTESIAN COORDINATES (ANGSTROEM)
1 O 1.020 2.405 0.346
2 C 0.515 1.321 0.385
3 N 1.275 0.101 0.113
4 C 0.503 -0.959 0.128
5 C -0.912 -0.638 0.330
6 O -1.041 -0.037 1.646
7 C -0.881 0.828 0.532
8 H 2.288 0.114 0.034
9 H 0.929 -1.937 -0.088
10 H -1.702 1.491 0.274
11 H -0.795 -1.376 -2.168
12 H -1.198 -1.314 -1.532

[10]
# C4H5NO2

A molecular structure, C4H5NO2 (the ωB97M-V functional and the def2-TZVPD basis, OMol25).

* LUMO energy: 0.384 eV
* HOMO energy: -9.1 eV
* strongest force on any atom: 0.5 eV Å⁻¹

CARTESIAN COORDINATES (ANGSTROEM)
1 O -1.024 2.452 -0.285
2 C -0.731 1.331 -0.174
3 C -1.104 0.041 0.230
4 C -0.298 -1.090 -0.374
5 N 0.938 -0.937 0.435
6 C 1.572 0.201 0.106
7 O 1.046 1.142 -0.561
8 H 0.049 -0.365 1.209
9 H -2.159 -0.069 0.471
10 H -0.109 -1.024 -1.453
11 H -0.744 -2.063 -0.145
12 H 2.564 0.381 0.542

[11]
# C4H5NO2

C4H5NO2 in the gas phase at a distorted geometry (the ωB97M-V functional and the def2-TZVPD basis, OMol25).

* LUMO energy: 0.669 eV
* HOMO energy: -7.7 eV
* strongest force on any atom: 5.7 eV Å⁻¹
* SMILES: Nc1occc1O

CARTESIAN COORDINATES (ANGSTROEM)
1 N -1.147 1.558 -0.122
2 C -0.200 0.592 0.051
3 O 1.058 0.990 -0.083
4 C 1.837 -0.135 0.102
5 C 0.986 -1.267 0.032
6 C -0.371 -0.694 -0.210
7 O -1.671 -1.156 0.155
8 H -2.161 1.319 0.419
9 H -0.780 2.254 0.395
10 H 2.945 0.187 0.194
11 H 1.318 -2.272 -0.118
12 H -1.903 -2.041 -0.459

[12]
# C4H5NO2

C4H5NO2 in the gas phase at a distorted geometry (the ωB97M-V functional and the def2-TZVPD basis, OMol25).

* LUMO energy: 0.287 eV
* HOMO energy: -9.2 eV
* strongest force on any atom: 1.0 eV Å⁻¹
* SMILES: C/N=C\OC=C=O

CARTESIAN COORDINATES (ANGSTROEM)
1 C 0.481 0.674 1.268
2 N 1.470 -0.188 0.650
3 C 1.237 -0.971 -0.301
4 O 0.087 -1.225 -1.027
5 C -0.763 -0.177 -1.359
6 C -1.836 0.091 -0.638
7 O -2.759 0.376 0.018
8 H -0.499 0.199 1.391
9 H 0.346 1.596 0.691
10 H 0.841 0.949 2.262
11 H 2.013 -1.652 -0.649
12 H -0.618 0.328 -2.306

[13]
# C4H5NO2

C4H5NO2 in the gas phase at a distorted geometry (the ωB97M-V functional and the def2-TZVPD basis, OMol25).

* LUMO energy: 0.329 eV
* HOMO energy: -9.0 eV
* strongest force on any atom: 4.0 eV Å⁻¹
* SMILES: O[C@H]1N=CC=CO1

CARTESIAN COORDINATES (ANGSTROEM)
1 O 2.095 -0.134 0.623
2 C 1.183 -0.048 -0.489
3 N 0.358 -1.145 -0.495
4 C -0.864 -1.044 -0.083
5 C -1.544 0.177 0.191
6 C -0.668 1.277 0.014
7 O 0.537 1.205 -0.463
8 H 1.804 -0.709 1.317
9 H 1.957 -0.157 -1.235
10 H -1.447 -1.870 -0.290
11 H -2.543 0.088 0.632
12 H -0.868 2.360 0.277

[14]
# C4H5NO2

C4H5NO2 in the gas phase at a distorted geometry (the ωB97M-V functional and the def2-TZVPD basis, OMol25).

* LUMO energy: -0.009 eV
* HOMO energy: -9.7 eV
* strongest force on any atom: 2.7 eV Å⁻¹
* SMILES: O=C[C@H]1CN=CO1

CARTESIAN COORDINATES (ANGSTROEM)
1 O -2.007 -0.544 -1.910
2 C -1.149 -0.794 -1.105
3 C -0.661 0.212 -0.139
4 C -0.092 -0.089 1.204
5 N 1.123 0.740 1.128
6 C 1.585 0.699 -0.057
7 O 0.847 0.278 -1.070
8 H -0.564 -1.731 -1.081
9 H -1.197 1.174 -0.151
10 H 0.169 -1.156 1.313
11 H -0.672 0.208 2.090
12 H 2.618 1.002 -0.222

[15]
# C4H5NO2

C4H5NO2 in the gas phase at a distorted geometry (the ωB97M-V functional and the def2-TZVPD basis, OMol25).

* LUMO energy: -0.065 eV
* HOMO energy: -9.5 eV
* strongest force on any atom: 10.1 eV Å⁻¹
* SMILES: C=CN(C=O)C=O

CARTESIAN COORDINATES (ANGSTROEM)
1 C 0.189 1.364 -1.484
2 C -0.250 0.904 -0.206
3 N -0.058 -0.310 0.446
4 C 0.875 -1.446 -0.007
5 O 1.239 -2.457 0.581
6 C -0.770 -0.564 1.472
7 O -1.947 -0.002 1.616
8 H -0.396 2.453 -1.724
9 H 1.025 1.129 -2.326
10 H -1.122 1.396 0.167
11 H 1.463 -1.207 -0.933
12 H -0.247 -1.258 2.398

[16]
# C4H5NO2

A molecular structure, C4H5NO2 (the ωB97M-V functional and the def2-TZVPD basis, OMol25).

* LUMO energy (alpha / beta): 0.885 / 0.885 eV
* HOMO energy (alpha / beta): -7.9 / -7.9 eV
* strongest force on any atom: 0.4 eV Å⁻¹

CARTESIAN COORDINATES (ANGSTROEM)
1 O -0.478 -1.385 0.615
2 C -1.216 -0.450 0.068
3 C -0.415 0.255 -0.939
4 C 0.053 1.047 0.286
5 N 1.082 0.211 0.967
6 C 0.926 -0.923 0.203
7 O 0.665 -0.608 -1.167
8 H -2.174 -0.189 0.499
9 H -0.804 0.742 -1.827
10 H 1.236 1.260 0.127
11 H -0.502 1.785 0.852
12 H 1.626 -1.744 0.314

[17]
# C4H5NO2

C4H5NO2 in the gas phase at a distorted geometry (the ωB97M-V functional and the def2-TZVPD basis, OMol25).

* LUMO energy (alpha / beta): -0.201 / -0.064 eV
* HOMO energy (alpha / beta): -7.4 / -9.2 eV
* strongest force on any atom: 2.1 eV Å⁻¹

CARTESIAN COORDINATES (ANGSTROEM)
1 C 1.710 -0.653 -0.324
2 C 0.328 -0.143 0.032
3 C -0.611 -1.109 0.252
4 C 0.087 1.220 0.095
5 N 2.845 -0.174 -0.147
6 O 3.487 0.797 0.240
7 O -1.139 1.713 -0.154
8 H 1.665 -1.645 -0.754
9 H -1.512 -0.891 0.794
10 H -0.424 -2.138 -0.001
11 H 0.911 1.913 0.201
12 H -1.119 2.673 -0.238

[18]
# C4H5NO2

C4H5NO2 in the gas phase (the ωB97M-V functional and the def2-TZVPD basis, OMol25).

* LUMO energy: 0.837 eV
* HOMO energy: -9.7 eV
* strongest force on any atom: 0.4 eV Å⁻¹
* SMILES: O=C1NC[C@H]2O[C@@H]12

CARTESIAN COORDINATES (ANGSTROEM)
1 O -1.351 -1.827 1.215
2 C -0.728 -0.957 0.646
3 N -0.461 0.303 1.110
4 C 0.195 1.173 0.155
5 C 0.725 0.196 -0.882
6 O 1.388 -0.973 -0.441
7 C -0.019 -1.046 -0.698
8 H -0.781 0.600 2.019
9 H 0.913 1.850 0.626
10 H -0.540 1.778 -0.393
11 H 1.051 0.567 -1.850
12 H -0.392 -1.663 -1.507

[19]
# C4H5NO2S

C4H5NO2S in the gas phase at a distorted geometry (the ωB97M-V functional and the def2-TZVPD basis, OMol25).

* LUMO energy (alpha / beta): -0.733 / -0.365 eV
* HOMO energy (alpha / beta): -7.5 / -9.3 eV
* strongest force on any atom: 4.3 eV Å⁻¹

CARTESIAN COORDINATES (ANGSTROEM)
1 C -1.104 -0.629 1.022
2 C -0.175 0.231 0.958
3 C -2.104 -0.642 -0.229
4 C 2.414 0.113 0.101
5 N -0.564 0.628 -1.641
6 O -3.110 -1.266 -0.111
7 O -1.759 0.010 -1.306
8 S 1.142 1.198 1.120
9 H -1.494 -1.140 1.826
10 H 1.950 -0.032 -0.898
11 H 2.249 -0.742 0.686
12 H 3.289 0.662 -0.024
13 H -0.734 1.609 -1.503

[20]
# C4H5NO2S2

A molecular structure, C4H5NO2S2 at a distorted geometry (the ωB97M-V functional and the def2-TZVPD basis, OMol25).

* LUMO energy: -0.780 eV
* HOMO energy: -8.5 eV
* strongest force on any atom: 3.5 eV Å⁻¹

CARTESIAN COORDINATES (ANGSTROEM)
1 C 0.145 -1.464 1.313
2 C 1.167 -0.992 -0.686
3 C -0.093 -0.216 1.673
4 C -2.295 0.875 -1.142
5 N 0.881 -1.904 0.092
6 O 0.477 1.916 -0.306
7 O 2.203 0.664 0.849
8 S -2.534 0.885 0.444
9 S 0.732 0.556 0.288
10 H -0.264 -2.326 1.878
11 H 1.637 -1.078 -1.603
12 H -2.291 -0.162 -1.481
13 H -2.300 1.738 -1.840
14 H 2.535 1.507 0.520